[1]
This record from the Open Molecules 2025 dataset describes the molecule C3H8N2 at a distorted geometry. The level of theory is ωB97M-V/def2-TZVPD.

The value obtained for the HOMO-LUMO gap is 7.383 eV.

Last column: Löwdin charge in e.
Atoms and positions in Å:
H (0.846, -1.689, 0.717)  0.13
H (1.540, 0.764, -0.726)  0.11
H (2.650, -0.632, -0.449)  0.11
H (-0.916, 1.643, -0.746)  0.07
H (-2.216, -0.397, -0.673)  0.02
N (1.730, -0.216, -0.457)  0.11
C (0.720, -0.732, 0.225)  -0.15
C (-0.469, 0.108, 0.493)  -0.51
H (-0.733, 0.101, 1.567)  0.12
C (-1.210, -0.781, -0.488)  -0.11
N (-0.245, 1.488, 0.004)  0.02
H (-0.381, 2.175, 0.740)  0.07
H (-1.315, -1.831, -0.206)  0.00

---

[2]
This record from the Open Molecules 2025 dataset describes a cluster of 3 separate species, C4H10O2 in total at a distorted geometry. The level of theory is ωB97M-V/def2-TZVPD.

The value obtained for the HOMO-LUMO gap is 4.383 eV.

Last column: Löwdin charge in e.
Atoms and positions in Å:
H (0.493, -2.273, 0.076)  0.12
O (2.806, -0.590, 0.065)  -0.41
H (-3.554, 0.338, -0.458)  0.09
H (-2.889, 1.889, 0.337)  0.08
C (-1.472, 0.408, 0.017)  -0.12
H (0.920, -0.548, 0.244)  0.04
H (-0.744, 1.090, 0.449)  0.10
H (3.688, -0.699, 0.429)  -0.07
C (0.298, -1.259, -0.294)  -0.08
C (-2.741, 0.868, 0.036)  0.15
H (1.993, 2.315, 0.515)  0.01
H (-1.861, -1.639, -0.463)  0.13
O (1.441, 1.536, 0.399)  -0.18
H (2.097, 0.730, 0.219)  -0.03
C (-1.087, -0.921, -0.225)  0.03
H (0.613, -1.245, -1.345)  0.15

---

Energy relative to the best compared isomer or geometry (same formula, charge and spin) values, unit kJ/mol, following the record order: 422.5; 524.7.